Entry from OMol25: a single C19H23NO3S molecule in a non-equilibrium geometry (ωB97M-V with the def2-TZVPD basis set).

Last column: Löwdin charge in e.
Geometry (Å):
1 S 1.67 -4.22 3.77  0.908
2 C 0.31 1.08 0.98  -0.160
3 C -1.23 0.72 -2.51  -0.004
4 C -0.73 0.97 -0.13  -0.211
5 H -0.21 1.69 1.74  0.150
6 C -4.85 0.90 -3.08  -0.258
7 H 0.71 -6.93 3.58  0.066
8 H 0.45 -3.70 1.22  0.107
9 N 1.80 2.99 1.58  -0.375
10 C -2.09 1.07 0.15  -0.029
11 H 1.28 2.53 -0.29  0.144
12 O -3.44 0.58 -3.30  -0.064
13 H -6.53 1.05 -4.35  0.085
14 O 2.49 2.75 2.56  0.072
15 H -5.64 -0.49 -4.42  0.075
16 C 1.55 1.95 0.60  -0.233
17 H 2.75 0.48 -0.49  0.078
18 C -3.02 0.96 -0.88  -0.005
19 C 0.25 -1.50 1.08  0.006
20 H 3.69 1.89 0.05  0.097
21 O 1.26 4.06 1.36  0.091
22 C -0.30 0.80 -1.48  -0.013
23 C 1.63 -1.50 3.52  -0.095
24 H -4.09 1.01 -0.64  0.106
25 H -0.77 -6.87 4.56  0.068
26 C -2.58 0.77 -2.21  -0.250
27 H -0.61 -4.81 3.14  0.069
28 C -5.54 0.58 -4.36  -0.078
29 H -0.50 -4.38 4.86  0.082
30 H -0.24 -1.50 0.13  0.098
31 H 0.78 0.77 -1.71  0.117
32 C 0.60 -2.73 1.70  -0.082
33 C 2.87 1.20 0.31  -0.014
34 H 0.81 -6.52 5.30  0.073
35 C 1.27 -0.30 2.91  -0.043
36 H -4.96 1.96 -2.88  0.120
37 C 0.00 -4.94 4.04  -0.523
38 H 1.50 0.62 3.47  0.117
39 C 0.19 -6.40 4.39  -0.195
40 H -0.94 0.65 -3.55  0.120
41 H -5.29 0.33 -2.24  0.120
42 H -4.93 0.94 -5.19  0.084
43 C 0.61 -0.26 1.68  -0.156
44 C 1.26 -2.73 2.93  -0.570
45 H 3.23 0.61 1.15  0.072
46 H -2.48 1.28 1.15  0.127
47 H 2.14 -1.44 4.48  0.109

## Properties
maximum force = 2.36 eV/A
structure (SMILES) = CCOc1ccc([C@@H](c2ccc(SCC)cc2)[C@H](C)[N+](=O)[O-])cc1
net charge = 0
highest occupied orbital energy = -8.37 eV
ΔE to the lowest compared entry with this formula, charge and spin = 369.1 kJ/mol
orbital gap = 8.579 eV
calculated total energy = -38541.086 eV

Entry from OMol25: 2 unconnected molecules or ions with the total composition C19H23NO4 in a non-equilibrium geometry (ωB97M-V with the def2-TZVPD basis set).

Last column: Löwdin charge in e.
Geometry (Å):
1 H 0.82 1.71 3.40  0.110
2 H 0.97 4.38 -2.85  0.092
3 H 2.77 5.12 -1.21  0.098
4 H -4.43 -2.60 2.32  0.109
5 C 4.55 0.09 3.79  -0.068
6 O 0.01 3.92 0.32  0.050
7 H -2.12 -1.89 3.85  0.134
8 H -5.75 -0.40 3.58  0.109
9 H -5.39 -0.53 1.85  0.111
10 C 4.70 -1.24 3.37  -0.069
11 C -4.95 -0.54 2.85  -0.152
12 H 3.73 -2.95 2.45  0.106
13 H 2.29 2.56 2.36  0.096
14 C -3.93 0.60 2.95  -0.124
15 H -1.56 1.71 2.80  0.136
16 H 1.55 6.04 -0.31  0.096
17 C 0.27 4.35 -2.02  0.007
18 C 1.01 4.00 -0.72  -0.543
19 H -2.23 -1.96 2.08  0.130
20 O -0.27 3.54 2.50  0.024
21 H -0.49 3.59 -2.22  0.091
22 C 0.45 3.37 1.52  -0.489
23 H 5.39 0.64 4.22  0.107
24 H -0.22 5.32 -1.92  0.090
25 H -4.39 -2.27 4.05  0.109
26 H 5.67 -1.74 3.47  0.104
27 C 0.93 0.72 2.97  -0.012
28 C 1.64 2.61 1.48  -0.017
29 C 2.14 2.12 0.24  -0.476
30 H 3.19 1.76 3.99  0.119
31 H 2.57 4.84 0.54  0.091
32 C 2.05 5.07 -0.39  0.009
33 H -0.21 -1.08 2.59  0.090
34 C 3.62 -1.91 2.78  -0.069
35 C -1.50 0.62 2.79  -0.014
36 C 2.41 -1.26 2.59  -0.014
37 N -2.63 -0.05 2.90  -0.097
38 O 1.62 2.71 -0.91  0.050
39 C 3.32 0.73 3.65  -0.025
40 H 1.59 -1.76 2.05  0.110
41 C -2.68 -1.50 2.98  -0.140
42 C -4.17 -1.85 3.07  -0.150
43 C -0.24 0.01 2.74  -0.044
44 H -4.05 1.16 3.90  0.132
45 H -4.03 1.33 2.13  0.133
46 C 2.22 0.06 3.06  -0.215
47 O 2.93 1.20 0.10  0.071

## Properties
maximum force = 1.37 eV/A
net charge = 0
highest occupied orbital energy = -7.14 eV
ΔE to the lowest compared entry with this formula, charge and spin = 259.4 kJ/mol
orbital gap = 6.093 eV
calculated total energy = -29754.852 eV

Entry from OMol25: a molecular structure, C19H23NPbSb in a non-equilibrium geometry (ωB97M-V with the def2-TZVPD basis set).

Last column: Löwdin charge in e.
Geometry (Å):
1 H 2.30 -1.78 4.87  0.115
2 C 2.58 -1.80 -2.11  -0.062
3 C 0.89 3.87 -0.68  -0.057
4 H 2.54 3.50 0.68  0.116
5 C 1.11 1.88 0.70  -0.112
6 H 1.57 -2.01 2.51  0.099
7 C 1.01 -1.36 3.19  -0.116
8 H 1.06 -0.29 6.44  0.116
9 C -0.40 0.31 4.95  -0.064
10 H -4.58 1.88 -4.02  0.056
11 C -0.33 3.39 -1.18  -0.070
12 C 1.43 -1.23 4.52  -0.064
13 H -0.95 0.96 5.63  0.114
14 H -3.93 1.34 -2.59  0.031
15 H 3.22 -1.29 -2.83  0.114
16 H -2.10 -1.47 0.13  0.015
17 H -2.68 -0.22 -1.59  -0.090
18 H -0.89 3.97 -1.93  0.110
19 H 1.67 1.31 1.44  0.110
20 C 0.94 -3.08 -0.23  -0.135
21 C -2.30 -0.95 -2.30  -0.389
22 C 0.73 -0.39 5.40  -0.057
23 H 1.52 0.01 -1.58  0.101
24 Pb -2.12 0.16 -4.60  0.811
25 H 2.00 -4.89 -0.78  0.114
26 H -0.70 1.05 -3.84  -0.217
27 C 0.81 -1.71 -0.45  -0.373
28 C -0.82 0.18 3.62  -0.131
29 H -2.99 -1.79 -2.43  -0.031
30 C -0.10 -0.64 2.74  -0.367
31 H -3.24 2.63 -3.37  0.045
32 C 1.60 3.12 0.27  -0.058
33 C 1.62 -1.06 -1.40  -0.111
34 C 2.72 -3.17 -1.89  -0.060
35 N -3.71 1.74 -3.51  -0.075
36 C -0.83 2.16 -0.73  -0.135
37 H 3.47 -3.74 -2.44  0.114
38 H -1.71 0.73 3.27  0.103
39 H -1.27 -1.28 -2.10  -0.077
40 H 0.30 -3.60 0.49  0.104
41 Sb -0.68 -0.64 0.66  1.675
42 C 1.90 -3.82 -0.96  -0.067
43 H 1.28 4.83 -1.02  0.115
44 H -1.80 1.80 -1.10  0.072
45 C -0.09 1.39 0.16  -0.335

## Properties
maximum force = 1.82 eV/A
net charge = +1
highest occupied orbital energy = -10.38 eV
ΔE to the lowest compared entry with this formula, charge and spin = 85.1 kJ/mol
orbital gap = 7.230 eV
calculated total energy = -33341.454 eV

Question: Look up the net charge of the second one.
Answer: 0

Question: Which formula does entry 1 have?
Answer: C19H23NO3S

Question: Which formula does entry 1 have?
Answer: C19H23NO3S